Entry from the OMol25 dataset: 2 unconnected molecules or ions with the total composition C10H12OSSi at a distorted geometry (ωB97M-V with the def2-TZVPD basis set).

## Properties
HOMO-LUMO gap (spin up / spin down): 5.20 / 5.36 eV
HOMO (spin up / spin down): -4.56 / -8.09 eV
⟨S²⟩: 2.02
multiplicity: 3

Element x y z (Å)
1 S -2.91 0.12 0.95
2 Si -0.04 1.40 0.36
3 O 1.43 -1.78 1.39
4 C -3.10 -0.85 -1.36
5 C 1.69 -0.90 0.44
6 C -1.69 0.54 -0.16
7 C -1.95 -0.05 -1.36
8 C -0.21 2.47 1.98
9 C 0.72 2.31 -1.12
10 C 2.73 -1.32 -0.36
11 C 2.24 -2.82 1.19
12 C -3.72 -0.91 -0.20
13 C 3.10 -2.56 0.16
14 H -4.52 -1.53 0.07
15 H -0.49 1.74 2.72
16 H 3.32 -0.96 -1.19
17 H 0.78 2.77 2.06
18 H 0.95 1.65 -2.01
19 H -1.00 3.16 1.63
20 H 2.07 -3.57 2.00
21 H 1.65 2.83 -0.88
22 H -1.47 -0.08 -2.31
23 H 3.89 -3.21 -0.16
24 H -0.07 2.95 -1.68
25 H -3.42 -1.41 -2.17

Atomic partial charges in e from the Mulliken method, atoms 1 to 8:
1. S -0.181
2. Si 0.373
3. O -0.228
4. C -0.510
5. C -0.302
6. C 0.364
7. C -0.528
8. C -1.019

Entry from the OMol25 dataset: a single C10H12S2 molecule at a distorted geometry (ωB97M-V with the def2-TZVPD basis set).

## Properties
HOMO-LUMO gap (spin up / spin down): 7.56 / 6.44 eV
HOMO (spin up / spin down): -7.02 / -6.88 eV
multiplicity: 1
energy above the lowest of the compared OMol25 structures with the same formula, charge and spin: 63.2 kcal/mol

Element x y z (Å)
1 S 1.51 -2.13 -0.93
2 S 1.63 2.51 -0.09
3 C -1.23 0.44 -1.75
4 C 2.08 -1.00 0.27
5 C -0.61 0.36 0.58
6 C -1.80 -0.37 0.71
7 C -2.48 -0.07 -1.54
8 C -2.75 -0.52 -0.26
9 C 0.95 1.21 -1.17
10 C 0.40 0.39 1.66
11 C 1.43 -0.87 1.62
12 C -0.26 0.66 -0.81
13 H -1.91 -0.77 1.82
14 H 0.90 1.38 1.78
15 H -0.86 0.44 -2.85
16 H 1.38 1.49 -2.18
17 H 3.00 -0.52 0.02
18 H 0.45 2.45 0.62
19 H -3.15 -0.11 -2.37
20 H 0.78 -1.63 1.92
21 H -3.71 -1.14 -0.02
22 H 2.10 -0.71 2.38
23 H 2.23 -1.69 -1.97
24 H -0.08 0.20 2.56

Atomic partial charges in e from the Mulliken method, atoms 1 to 8:
1. S -0.191
2. S -0.224
3. C -0.576
4. C -0.395
5. C 0.721
6. C -0.451
7. C -0.447
8. C -0.561

Entry from the OMol25 dataset: a molecular structure, C10H12Si at a distorted geometry (ωB97M-V with the def2-TZVPD basis set).

## Properties
HOMO-LUMO gap: 9.27 eV
HOMO: -8.77 eV
multiplicity: 1
energy above the lowest of the compared OMol25 structures with the same formula, charge and spin: 102.0 kcal/mol

Element x y z (Å)
1 Si -0.63 -0.33 -0.26
2 C 2.84 0.27 -0.17
3 C 2.01 -0.22 -1.03
4 C 1.63 -1.23 0.99
5 C 2.62 -0.32 1.11
6 C -0.09 3.19 0.71
7 C -1.85 -0.69 1.15
8 C -3.09 -0.37 1.09
9 C 1.09 -1.24 -0.40
10 C -0.30 2.01 0.52
11 C -1.41 -0.07 -2.02
12 H -1.61 -0.95 -2.63
13 H -2.47 0.32 -1.99
14 H 3.07 -0.18 2.12
15 H 1.98 -0.09 -2.13
16 H -3.49 0.32 0.28
17 H -3.76 -0.33 1.96
18 H 0.17 4.02 1.18
19 H 0.86 -2.25 -0.95
20 H 1.37 -2.10 1.62
21 H 3.49 1.05 -0.50
22 H -0.73 0.50 -2.57
23 H -1.70 -1.30 1.94

Atomic partial charges in e from the Mulliken method, atoms 1 to 8:
1. Si 0.586
2. C -0.515
3. C -0.807
4. C -0.789
5. C -0.469
6. C -0.045
7. C -0.292
8. C -0.680

Entry from the OMol25 dataset: 2 unconnected molecules or ions with the total composition C10H12Si at a distorted geometry (ωB97M-V with the def2-TZVPD basis set).

## Properties
HOMO-LUMO gap: 7.68 eV
HOMO: -8.62 eV
multiplicity: 1
energy above the lowest of the compared OMol25 structures with the same formula, charge and spin: 127.3 kcal/mol

Element x y z (Å)
1 Si 0.53 -0.12 -0.49
2 C 3.87 -2.42 -0.04
3 C -1.12 -1.00 1.72
4 C -2.77 -0.16 0.45
5 C 0.38 -0.03 -2.40
6 C 0.76 1.52 0.29
7 C -1.97 -0.84 -0.39
8 C 1.38 1.69 1.46
9 C 2.92 -1.83 0.41
10 C -0.80 -1.35 0.30
11 C -2.30 -0.34 1.75
12 H -0.55 -2.42 0.06
13 H -0.61 -0.38 -2.82
14 H -2.61 -0.06 2.75
15 H 0.60 2.37 -0.32
16 H 0.74 1.01 -2.66
17 H -2.09 -0.79 -1.44
18 H -0.56 -1.14 2.64
19 H -3.70 0.32 0.20
20 H 4.53 -3.29 -0.04
21 H 1.24 -0.54 -2.86
22 H 1.34 2.65 2.00
23 H 1.80 0.79 2.03

Atomic partial charges in e from the Mulliken method, atoms 1 to 8:
1. Si 0.389
2. C -0.246
3. C -1.116
4. C -0.620
5. C -1.054
6. C -0.277
7. C -1.117
8. C -0.560

Entry from the OMol25 dataset: 2 unconnected molecules or ions with the total composition C10H13BF3NO7 (ωB97M-V with the def2-TZVPD basis set).

## Properties
HOMO-LUMO gap: 4.15 eV
HOMO: -6.24 eV
multiplicity: 1
energy above the lowest of the compared OMol25 structures with the same formula, charge and spin: 0.0 kcal/mol

Element x y z (Å)
1 F -0.97 0.81 -1.23
2 F -1.58 2.29 0.21
3 F 0.50 2.08 -0.31
4 O -2.21 3.62 -2.16
5 O -2.05 -1.74 1.40
6 O -1.19 -3.74 0.37
7 O -0.13 -1.64 -0.04
8 O 5.13 -2.74 1.37
9 O 3.83 -3.67 2.97
10 O -0.22 2.72 -3.04
11 N 1.02 -0.08 1.14
12 C 1.92 -2.25 0.98
13 C 2.98 -1.84 1.75
14 C -0.77 2.09 -0.87
15 C 3.06 -0.52 2.21
16 C -0.83 3.16 -1.99
17 C -3.06 2.81 -2.93
18 C 2.06 0.33 1.88
19 C -3.71 1.64 -2.19
20 C 4.03 -2.86 2.11
21 C 0.92 -1.34 0.68
22 B -1.15 -2.40 0.62
23 H -1.76 -1.62 2.31
24 H -4.03 1.95 -1.19
25 H 5.76 -3.40 1.70
26 H -1.14 -4.26 1.18
27 H 2.04 1.37 2.17
28 H -3.04 0.79 -2.09
29 H -4.59 1.30 -2.75
30 H 0.28 0.57 0.89
31 H 1.84 -3.25 0.58
32 H -3.86 3.49 -3.25
33 H 3.88 -0.19 2.81
34 H -0.39 4.05 -1.47
35 H -2.56 2.47 -3.84

Atomic partial charges in e from the Mulliken method, atoms 1 to 8:
1. F -0.216
2. F -0.330
3. F -0.329
4. O -0.374
5. O -0.481
6. O -0.496
7. O -0.420
8. O -0.415

Entry from the OMol25 dataset: a single C10H13BrN2O molecule at a distorted geometry (ωB97M-V with the def2-TZVPD basis set).

## Properties
HOMO-LUMO gap: 9.71 eV
HOMO: -9.67 eV
multiplicity: 1
energy above the lowest of the compared OMol25 structures with the same formula, charge and spin: 40.4 kcal/mol
SMILES: CC(C)(C)O[C@]1(C#N)C=CCC(Br)=N1

Element x y z (Å)
1 Br -1.42 2.32 -3.34
2 O 0.02 -0.20 1.15
3 N -0.80 1.17 -0.98
4 N -0.51 2.90 1.92
5 C 1.09 -1.40 -0.79
6 C -1.07 0.86 0.42
7 C -3.45 1.02 -0.07
8 C 1.89 -1.44 1.58
9 C 1.25 -0.58 0.50
10 C -0.75 2.00 1.23
11 C -3.08 2.20 -0.92
12 C 2.03 0.76 0.13
13 C -2.42 0.35 0.57
14 C -1.74 1.85 -1.54
15 H 2.10 1.13 1.22
16 H -2.66 -0.42 1.35
17 H 3.00 0.41 -0.19
18 H 1.31 1.28 -0.48
19 H 1.25 -2.28 1.93
20 H -4.46 0.72 -0.22
21 H 0.59 -2.34 -0.43
22 H 2.86 -1.88 1.25
23 H -3.74 2.48 -1.68
24 H 2.06 -1.69 -1.00
25 H -2.81 3.05 -0.27
26 H 2.10 -0.79 2.49
27 H 0.64 -0.62 -1.50

Atomic partial charges in e from the Mulliken method, atoms 1 to 8:
1. Br -0.120
2. O -0.489
3. N -0.310
4. N -0.569
5. C -1.605
6. C 1.417
7. C -0.443
8. C -1.568

Entry from the OMol25 dataset: 2 unconnected molecules or ions with the total composition C10H13BrN3 at a distorted geometry (ωB97M-V with the def2-TZVPD basis set).

## Properties
HOMO-LUMO gap (spin up / spin down): 7.61 / 7.60 eV
HOMO (spin up / spin down): -12.43 / -12.43 eV
multiplicity: 1
energy above the lowest of the compared OMol25 structures with the same formula, charge and spin: 131.9 kcal/mol
net charge: +1

Element x y z (Å)
1 Br -3.26 0.72 0.43
2 N -2.42 -1.82 -0.03
3 N 0.93 -0.92 0.47
4 N 0.01 2.55 0.53
5 C -1.53 -2.78 -0.60
6 C 0.66 3.84 -1.48
7 C 2.13 -0.91 1.02
8 C 2.10 1.45 0.84
9 C 0.32 0.15 0.21
10 C -2.09 -0.58 0.00
11 C -1.25 -3.85 0.42
12 C 2.80 0.31 1.09
13 C 0.77 1.44 0.41
14 C -0.10 3.56 -0.23
15 H -2.02 -3.29 -1.49
16 H -3.40 -2.17 0.03
17 H 1.52 4.36 -1.40
18 H -0.74 -3.39 1.26
19 H 0.85 2.96 -2.13
20 H -2.15 -4.36 0.54
21 H 2.60 2.34 0.66
22 H -0.10 4.43 -2.05
23 H 3.83 0.43 1.27
24 H -0.66 -2.32 -0.91
25 H -0.55 -4.56 -0.03
26 H -0.92 4.27 -0.07
27 H 2.65 -1.87 1.23

Atomic partial charges in e from the Mulliken method, atoms 1 to 8:
1. Br -0.012
2. N 0.016
3. N -0.157
4. N -0.376
5. C -0.484
6. C -1.049
7. C -0.479
8. C -0.178

Entry from the OMol25 dataset: 2 unconnected molecules or ions with the total composition C10H13BrS (ωB97M-V with the def2-TZVPD basis set).

## Properties
HOMO-LUMO gap (spin up / spin down): 7.53 / 7.38 eV
HOMO (spin up / spin down): -7.12 / -7.94 eV
multiplicity: 1
energy above the lowest of the compared OMol25 structures with the same formula, charge and spin: 48.3 kcal/mol

Element x y z (Å)
1 Br -2.04 -2.59 -0.19
2 S -2.28 1.83 -0.96
3 C -3.17 2.53 0.33
4 C -3.09 0.32 0.98
5 C 0.74 -0.33 0.34
6 C -1.80 -0.84 -0.83
7 C 2.08 -0.59 -0.18
8 C -3.53 1.61 1.28
9 C -2.39 0.24 -0.22
10 C 3.23 -0.57 0.81
11 C 1.35 0.72 -0.48
12 C 2.29 -1.56 -1.33
13 H 0.39 -0.28 1.35
14 H 3.18 -1.28 -1.90
15 H 1.66 1.65 -0.02
16 H 3.07 0.18 1.58
17 H -4.09 1.86 2.16
18 H -1.32 -0.78 -1.79
19 H 2.43 -2.57 -0.94
20 H 1.01 0.85 -1.50
21 H 4.16 -0.33 0.29
22 H 3.35 -1.54 1.29
23 H 1.43 -1.56 -1.99
24 H -3.40 3.58 0.31
25 H -3.27 -0.54 1.60

Atomic partial charges in e from the Mulliken method, atoms 1 to 8:
1. Br -0.135
2. S -0.125
3. C -0.449
4. C -0.635
5. C -0.433
6. C -0.721
7. C 1.354
8. C -0.432

Entry from the OMol25 dataset: a molecular structure, C10H13ClIrO3S at a distorted geometry (ωB97M-V with the def2-TZVPD basis set).

## Properties
HOMO-LUMO gap (spin up / spin down): 6.53 / 5.02 eV
HOMO (spin up / spin down): -13.53 / -16.82 eV
⟨S²⟩: 8.77
multiplicity: 6
energy above the lowest of the compared OMol25 structures with the same formula, charge and spin: 12.5 kcal/mol
net charge: +2

Element x y z (Å)
1 Ir -0.61 -0.55 -0.48
2 Cl -2.56 -0.28 -1.56
3 S 0.61 2.47 1.26
4 O -2.88 -0.03 1.54
5 O -0.28 3.18 0.30
6 O 0.34 -1.41 2.22
7 C -0.34 2.19 2.77
8 C 1.80 3.65 1.90
9 C -0.15 1.80 -2.89
10 C 1.71 -1.07 -1.24
11 C 0.13 -1.15 1.12
12 C -0.03 -0.84 -2.77
13 C 0.37 0.51 -2.37
14 C -1.99 -0.22 0.84
15 C 0.77 -1.78 -2.07
16 C 1.45 0.35 -1.43
17 H 2.03 1.16 -1.01
18 H 2.53 3.84 1.10
19 H 0.35 1.81 3.52
20 H 2.51 -1.50 -0.64
21 H -0.75 -1.06 -3.55
22 H 0.72 -2.85 -2.17
23 H -1.12 1.46 2.57
24 H 2.30 3.21 2.76
25 H -0.75 3.15 3.06
26 H 0.25 2.00 -3.89
27 H -1.23 1.78 -2.95
28 H 1.27 4.57 2.17
29 H 0.14 2.61 -2.22

Atomic partial charges in e from the Mulliken method, atoms 1 to 8:
1. Ir 1.017
2. Cl -0.405
3. S 0.847
4. O -0.299
5. O -0.295
6. O -0.373
7. C -0.820
8. C -1.108

Entry from the OMol25 dataset: a molecular structure, C10H13ClLaMgN3O7 at a distorted geometry (ωB97M-V with the def2-TZVPD basis set).

## Properties
HOMO-LUMO gap (spin up / spin down): 3.73 / 2.35 eV
HOMO (spin up / spin down): -1.31 / 0.05 eV
multiplicity: 1
energy above the lowest of the compared OMol25 structures with the same formula, charge and spin: 68.0 kcal/mol
net charge: -2

Element x y z (Å)
1 La -3.87 1.06 1.63
2 Cl -2.79 2.67 3.19
3 Mg 0.68 0.07 -0.50
4 O 1.44 1.17 1.30
5 O 1.45 -3.53 1.35
6 O 7.58 -0.16 1.53
7 O 1.87 -1.34 0.09
8 O 3.22 -4.81 1.03
9 O 3.31 2.20 1.89
10 O 7.57 -2.35 1.41
11 N 2.70 1.16 1.49
12 N 6.98 -1.25 1.49
13 N 2.66 -3.70 1.20
14 C -3.76 -1.31 2.02
15 C 5.55 -1.27 1.51
16 C -4.32 1.52 -0.69
17 C -0.64 -1.29 -1.38
18 C 4.85 -0.05 1.55
19 C 4.86 -2.51 1.42
20 C 3.49 -2.51 1.22
21 C 3.48 -0.05 1.33
22 C 1.47 1.49 -1.87
23 C 2.85 -1.29 0.87
24 H -3.00 -2.05 1.73
25 H -1.09 -2.01 -0.63
26 H -3.74 -1.23 3.12
27 H -3.69 1.40 -1.58
28 H -5.30 1.04 -0.90
29 H 1.50 2.50 -1.48
30 H 5.36 0.90 1.73
31 H -1.55 -0.93 -1.91
32 H 5.44 -3.44 1.45
33 H -4.75 -1.72 1.73
34 H 2.47 1.18 -2.16
35 H -4.51 2.60 -0.54
36 H 0.81 1.43 -2.73

Atomic partial charges in e from the Mulliken method, atoms 1 to 8:
1. La 1.364
2. Cl -0.561
3. Mg 0.447
4. O -0.808
5. O -0.564
6. O -0.663
7. O -0.548
8. O -0.688